Molecular formula: C4H6N2O
Method: DFT, ωB97M-V with the def2-TZVPD basis set

The geometry in XYZ format:
```
13
Properties=species:S:1:pos:R:3:forces:R:3
C 1.531291 -1.186874 -0.326799 -0.01 -0.04 0.04
C 0.319415 0.832193 0.163188 2.43 -0.01 0.11
C -2.368545 -0.013152 -0.084362 -0.08 0.41 -1.07
O 0.279482 2.178342 0.163449 -0.26 0.18 0.03
N -0.276270 0.049623 1.330805 -0.96 -1.03 0.58
N 1.465968 0.220354 -0.008068 -1.28 0.71 -1.25
C -1.137535 0.097137 0.395370 0.08 -0.29 1.19
H 1.199111 2.486251 0.145040 -0.09 -0.07 -0.13
H 0.579666 -1.641250 -0.618524 -0.01 0.14 0.22
H 1.961050 -1.730911 0.517024 -0.02 0.02 -0.01
H 2.227009 -1.293742 -1.167713 -0.03 0.08 0.17
H -2.623837 0.442885 -1.029863 0.07 -0.42 -0.13
H -3.156806 -0.440858 0.520454 0.16 0.32 0.26
```
Positions in Å, forces in eV/Å.

Output
- Multiplicity: 1
- E_LUMO (spin up / spin down): -1.30 / -1.30 eV
- Frontier orbital gap (spin up / spin down): 6.954 / 6.955 eV
- Molecular weight: 98.105 g/mol
- Energy above the lowest of the compared OMol25 structures with the same formula, charge and spin: 133.34 kcal per mole
- Maximum force: 2.43 eV/A
- Total energy: -340.58242 Eh

These are the natural (NBO) partial charges, in e, on atoms 1 to 5: C -0.45; C 0.48; C -0.64; O -0.66; N -0.34